C75H169N8O5 | ωB97M-V/def2-TZVPD

XYZ file:
```
257
Properties=species:S:1:pos:R:3:forces:R:3:lowdin_charge:R:1
O -0.681690 -0.937789 1.635030 0.819 0.919 1.125 -0.051
O -0.927510 -0.651949 -0.511970 -0.634 1.831 -2.380 -0.036
O 2.715850 0.004741 4.492620 1.715 0.967 2.175 -0.173
O 0.990510 -1.257959 0.242570 2.955 0.469 -0.327 0.073
O -4.361880 -2.734549 -0.726750 -0.130 0.036 -0.118 -0.169
N -0.338280 -3.009569 -4.281360 -0.117 -0.352 -1.208 -0.156
N -1.074240 -2.199689 5.763320 -0.268 -0.072 1.039 -0.162
N 5.022900 3.475651 -1.867760 -0.230 0.172 0.444 -0.151
N 0.061160 -6.594949 1.833940 0.804 -0.588 -0.138 -0.154
N -5.940130 -0.416829 -0.337970 2.121 -0.155 -0.134 0.268
N -1.162150 6.214991 0.172990 1.442 -1.216 0.588 -0.182
N 4.552990 -0.122299 6.781430 0.296 -0.388 -0.973 0.258
N -3.774370 4.180931 -5.313770 1.344 0.815 0.025 -0.180
C -2.732920 4.116441 -6.466470 -0.841 -2.134 -0.407 -0.080
C 4.326480 5.836731 -2.144550 -0.742 -0.069 -0.526 -0.139
C -4.449170 -2.182059 0.587070 0.545 -1.384 -0.450 -0.202
C -1.370790 -6.178849 2.111630 0.857 0.736 -0.549 -0.079
C -3.783850 2.882651 -4.419890 0.424 1.214 -1.212 -0.054
C 2.992890 7.389971 2.878950 0.850 -0.368 1.612 -0.093
C 4.830460 4.833221 -1.126900 0.783 0.162 -0.667 -0.102
C -3.403930 7.167941 0.557110 1.623 -0.895 -0.211 -0.058
C 4.762870 5.299701 -3.527780 0.340 0.314 -0.060 -0.120
C -0.456650 -2.447969 7.156720 -1.775 0.554 0.557 -0.086
C 6.459720 2.925091 -1.556510 -1.171 -0.412 0.888 -0.073
C 2.724210 -3.824749 -1.091310 0.198 0.557 -0.390 -0.075
C 2.003930 -2.685789 -3.251480 1.026 0.216 -1.231 -0.187
C -0.369090 -4.406469 0.704940 -0.038 -0.458 -0.458 -0.142
C -2.277350 0.058061 6.089240 -0.158 -1.117 -1.510 -0.168
C -3.539890 2.268021 6.453000 -1.435 -0.694 0.617 -0.093
C 3.898900 2.448971 -1.370110 0.034 1.329 -1.945 -0.064
C 0.519220 -2.698939 -3.048150 -1.299 -0.344 -0.237 -0.127
C 6.416460 0.386251 5.219960 1.251 0.107 -0.202 -0.025
C -2.413210 2.348461 -3.918370 -0.524 -0.032 -0.618 -0.220
C -0.170300 -10.579369 1.854970 -1.426 1.608 -0.207 -0.028
C -0.128240 -4.476049 -4.793000 0.514 0.074 0.423 -0.074
C -5.182030 4.574391 -5.853430 -0.062 0.502 0.020 -0.057
C -4.715060 5.787321 -3.835010 -0.469 1.276 -0.187 -0.171
C 1.259330 -2.935699 5.547800 -0.046 0.640 -0.659 -0.128
C -2.647950 1.161841 -3.019500 0.233 -0.750 0.348 -0.114
C -1.854260 -3.040029 -3.901250 0.158 0.794 -0.015 -0.062
C 0.923070 6.817761 1.582520 0.339 -0.349 0.038 -0.190
C -1.040190 -0.660749 5.432580 -0.835 -1.130 0.428 -0.044
C -3.216630 6.849931 -1.018040 1.809 0.301 1.590 -0.093
C -5.891550 5.409151 -4.763260 0.691 -1.354 0.550 -0.101
C 7.832740 0.703251 -1.515410 0.020 -1.135 2.070 -0.265
C 1.323970 2.066471 -1.289330 0.789 -0.334 -0.017 -0.074
C 8.247000 -0.579839 -2.258570 -0.323 1.437 -1.107 -0.074
C -2.544600 -2.842169 5.745710 1.459 0.777 -1.249 -0.045
C 2.483530 3.060181 -1.547100 -0.137 -0.316 0.039 -0.212
C -1.635100 6.805991 -1.130830 -1.076 -0.596 -0.018 -0.097
C -3.160170 -2.771769 4.319650 0.380 -0.524 -0.449 -0.215
C -0.207060 -0.794769 0.482180 -4.799 -2.711 2.903 -0.910
C 2.978060 -7.199509 5.473850 -0.638 -0.934 -0.092 -0.083
C 4.893600 3.818251 -3.398970 0.148 -1.958 0.914 -0.084
C 4.940170 0.533831 5.445350 -0.265 0.016 1.531 -0.310
C -2.459270 -4.418079 -4.231180 0.686 -0.224 0.303 -0.141
C 2.359730 -6.830629 3.024990 -0.533 0.539 -0.492 -0.177
C 1.010850 -2.576529 7.005930 1.616 -1.234 0.217 -0.146
C 3.211860 -6.352049 4.222720 -0.160 -0.749 -0.004 -0.217
C 2.444110 6.814691 1.653540 -0.551 -0.480 -2.008 -0.302
C -3.402880 5.394601 -4.454850 -0.089 -0.798 0.216 -0.118
C -2.288110 1.556371 5.981960 1.110 1.672 0.671 -0.269
C 0.104220 -8.075619 1.357510 -0.718 0.482 -1.036 -0.152
C 2.010590 -0.071369 3.321800 -1.191 0.106 -1.253 -0.122
C -1.476310 4.675171 0.348150 -0.514 0.382 -1.089 -0.104
C 6.715430 1.509601 -2.100710 -0.264 0.745 -2.375 -0.211
C -2.972650 2.852601 -7.372330 1.200 -0.364 0.330 -0.156
C -1.479810 2.432671 1.716320 -0.261 0.776 -1.234 -0.051
C -2.079080 2.812531 -8.691810 -1.974 3.235 1.639 -0.256
C -1.163380 3.980851 1.658570 0.572 -0.454 0.704 -0.193
C 0.040320 -2.009389 -5.443890 -1.402 -0.506 0.876 -0.080
C -4.821580 -0.027849 1.880670 0.556 0.566 -0.778 -0.015
C -0.125630 -3.007509 4.878230 0.589 0.996 -0.122 -0.097
C -0.160090 -0.506859 -5.137060 0.374 -0.684 -0.485 -0.211
C -1.472860 -5.025749 -5.224060 -0.461 1.016 -0.443 -0.134
C 2.835710 -2.585309 -1.993200 0.578 -0.248 0.504 -0.232
C -3.823750 -4.128919 3.969650 -0.691 0.935 0.492 -0.064
C -1.948010 7.002201 1.201920 -0.211 0.866 -0.982 -0.081
C -0.401710 -9.085719 2.348940 1.387 0.054 0.497 -0.205
C 0.949350 -6.346089 3.121410 -1.354 1.154 -0.733 -0.109
C 4.103520 0.088411 4.296120 1.062 -0.504 -0.395 -0.205
C -4.683150 -0.733649 0.531370 -0.924 1.209 0.275 -0.290
C 0.452780 -5.675689 0.596910 0.532 -0.946 1.400 -0.056
C 0.453510 6.311171 0.232040 -1.318 0.809 0.248 -0.067
C -2.148300 1.583091 -9.472220 0.806 -1.241 -0.532 -0.097
C -4.428130 -4.157459 -0.686850 -1.080 -0.802 0.063 -0.070
C 0.164120 0.202751 -6.451680 0.517 0.656 -0.303 -0.083
C -1.380810 -4.657819 1.758600 -1.825 -1.468 1.884 -0.166
H -4.672780 6.875141 -3.780590 -0.298 -0.025 0.782 0.127
H -2.472610 -5.051309 -3.344080 0.037 0.137 0.249 0.102
H -2.541080 4.509031 0.184550 -0.083 0.428 -0.354 0.124
H -1.766400 0.813551 -8.801350 -0.654 -0.775 -0.191 0.051
H 0.927710 -1.017369 -0.684670 1.236 -0.512 -0.982 0.059
H 0.141050 -8.864329 3.267900 0.167 -0.592 0.375 0.099
H -5.194500 -2.723629 1.169550 -0.119 -0.015 0.211 0.144
H 2.339560 -1.865209 -3.885600 -0.514 0.525 -0.046 0.116
H -4.465960 3.108431 -3.600220 -0.003 -0.054 -0.043 0.129
H -2.432280 -2.494149 3.557290 0.580 -0.225 0.105 0.076
H 3.004180 -5.304489 4.440860 0.123 0.213 -0.287 0.074
H -0.939530 -4.383099 -0.223590 0.350 0.872 -0.245 0.117
H -4.389030 -4.158099 3.038140 0.292 0.349 -0.244 0.064
H -5.732690 -0.208129 2.451170 0.262 -0.479 0.093 0.108
H 6.762500 1.011671 4.397030 -0.190 0.482 0.224 0.107
H -0.590540 -2.221699 -6.307040 -0.182 -0.459 0.154 0.141
H -3.604480 5.866871 -1.285000 -0.159 0.219 0.132 0.068
H -3.818420 -0.309849 0.020740 -0.169 0.252 -0.390 0.143
H 2.353880 3.911661 -0.879070 0.018 0.121 -0.136 0.077
H 1.143570 -0.087889 -6.831570 0.074 0.018 0.027 0.094
H -3.857690 -1.943139 4.197370 -0.400 -0.180 0.551 0.094
H -1.202280 6.224871 -1.945120 -0.276 -0.281 -0.070 0.119
H -3.110910 1.395811 -9.948050 -0.026 -0.280 0.448 0.103
H 4.243230 -6.445049 3.882510 0.078 0.121 0.295 0.120
H -0.443200 -4.046299 4.787960 -0.413 0.187 0.187 0.122
H 3.598720 -4.441849 -1.297500 -0.125 -0.198 0.336 0.094
H -1.503640 1.913941 6.648940 0.394 0.125 -0.061 0.116
H 0.416170 -6.654789 4.020580 -0.216 -0.649 -0.303 0.133
H -3.272030 1.400591 -2.158330 -0.121 0.012 0.039 0.070
H -2.028450 1.947221 4.998140 0.137 -0.397 -0.326 0.092
H -1.174420 -0.221359 -4.858260 -0.170 -0.573 0.101 0.077
H 0.614970 -4.518729 -5.589190 0.032 0.249 0.145 0.141
H -2.508930 3.662541 -9.221740 0.549 0.153 -0.617 0.119
H 0.678170 7.872291 1.709420 -0.362 0.024 -0.239 0.130
H 2.697060 -3.503599 -0.050050 -0.053 -0.373 0.063 0.074
H -4.041050 2.666541 -7.481850 0.005 0.209 -0.679 0.113
H -3.807460 8.156251 0.777340 0.066 -0.140 -0.169 0.125
H -2.042010 -6.690519 1.421870 0.221 -0.350 0.084 0.141
H 2.282650 -0.999839 2.819800 -0.350 0.071 -0.530 0.102
H -1.404330 7.943721 1.279660 -0.375 0.115 0.090 0.131
H -5.648270 -0.657389 -1.274480 -0.199 -0.416 -0.625 0.152
H -1.155750 1.966271 2.646670 -0.060 0.233 -0.082 0.064
H -3.053680 0.297501 -3.545250 -0.384 0.088 -0.069 0.077
H 7.377560 -1.215549 -2.426050 0.122 -0.234 0.139 0.069
H 2.531350 8.277661 3.311500 0.085 0.230 -0.576 0.102
H 4.120560 2.098651 -0.362020 0.214 0.108 -0.164 0.139
H -1.409920 -8.739199 2.575970 -0.423 -0.995 -0.073 0.108
H -6.625700 4.769871 -4.272900 -0.023 0.291 0.268 0.118
H 0.438130 6.307231 2.414550 0.246 -0.242 0.091 0.116
H 2.893310 5.835141 1.489910 -0.303 -0.619 0.318 0.096
H -3.140050 -4.977789 3.960800 -0.049 0.127 0.350 0.062
H 4.505180 0.847091 3.624430 -1.025 0.277 -0.996 0.141
H -2.292160 -2.201639 -4.442950 -0.167 -0.230 -0.145 0.118
H -5.688210 3.681261 -6.219770 0.019 0.118 0.189 0.135
H -0.707710 -11.245409 2.530020 0.562 -0.141 0.034 0.090
H 7.473760 0.334951 -0.554370 0.311 0.351 0.641 0.101
H 2.770740 -8.209269 5.119580 0.600 -0.360 0.153 0.081
H 1.841540 -4.402089 -1.366380 -0.052 -0.030 0.294 0.053
H -4.395880 2.045111 5.816060 -0.097 -0.136 -0.101 0.073
H 3.893370 -2.494169 -2.240470 -0.025 -0.055 -0.534 0.115
H 0.161430 -3.488689 0.958560 0.223 -0.116 -0.648 0.109
H -1.696940 0.802661 -2.626210 0.044 0.043 0.226 0.057
H -2.518650 -0.270089 7.100280 0.542 0.080 0.204 0.127
H -6.764940 -0.957609 -0.120400 -0.512 -0.013 0.383 0.181
H 1.632950 -1.732409 7.303480 -0.560 0.429 -0.054 0.107
H -3.486010 -4.406269 -4.596940 0.139 0.356 -0.112 0.132
H 0.936020 -5.258589 3.194100 0.143 0.298 -0.083 0.112
H -6.074710 0.584151 -0.342950 -0.665 0.299 0.282 0.163
H -3.886750 -4.599009 0.149840 0.382 0.209 -0.102 0.068
H 2.360830 -3.506179 -3.874120 -0.198 -0.645 0.321 0.133
H -4.186950 -4.670409 -1.617880 0.716 0.732 -0.170 0.086
H -4.228340 2.163631 -5.108040 -0.045 -0.269 0.383 0.130
H 0.876220 7.013861 -0.486040 -0.885 0.407 -0.344 0.130
H -3.870900 -0.173979 2.393470 -0.259 -0.437 0.485 0.084
H 0.863160 -10.843019 1.630150 0.039 0.126 0.697 0.087
H 4.706710 1.578471 5.651060 0.133 0.103 0.066 0.166
H -0.959530 -3.334999 7.541920 0.363 -0.239 -0.104 0.142
H 0.258760 -5.013409 -3.927220 0.047 -0.080 -0.006 0.131
H 5.771490 0.990901 -2.268160 0.059 -0.439 0.722 0.098
H 0.474500 -0.214389 -4.300490 0.240 0.259 -0.153 0.097
H -1.050970 -0.670519 4.342680 -0.435 0.432 -0.109 0.097
H -0.054970 -0.281309 5.703640 -0.032 -0.091 0.462 0.126
H 0.183210 -6.307129 -0.249670 0.062 0.257 -0.046 0.130
H -0.761730 -1.663269 7.849030 -0.058 0.195 -0.247 0.143
H -1.178840 7.790231 -1.236660 -0.222 0.123 0.381 0.144
H 0.172250 1.290461 -6.381500 0.133 0.093 0.395 0.072
H -0.534970 0.035571 -7.271090 -0.215 -0.542 0.272 0.068
H 5.786200 5.271631 -0.839740 0.348 -0.910 0.248 0.138
H 7.043050 1.593451 -3.136920 -0.066 0.590 -0.448 0.118
H 4.749820 6.812521 -1.906400 -0.078 -0.003 -0.243 0.132
H -5.450900 -4.513989 -0.564680 -0.395 0.339 0.363 0.105
H -2.381080 -4.478449 1.364420 0.046 0.435 0.477 0.078
H -1.074750 3.086521 -8.368760 0.169 -0.073 -0.167 0.113
H 4.062130 7.510561 2.704890 -0.002 0.374 0.537 0.096
H -3.186980 -2.364739 6.485650 0.397 -0.009 0.071 0.136
H 1.854390 -2.115399 5.146420 -0.140 -0.138 -0.491 0.085
H 0.323720 2.430021 -1.524780 0.105 0.593 0.347 0.056
H 2.827290 7.310241 0.761510 -0.164 0.667 -0.152 0.114
H -6.404780 6.302761 -5.118460 0.121 -0.314 -0.361 0.134
H -1.748760 3.004491 -3.356040 -0.399 0.708 -0.222 0.103
H 6.963600 0.667771 6.119670 0.046 0.393 -0.064 0.106
H -1.723240 4.447041 2.469330 -0.007 0.052 0.028 0.109
H -3.974920 6.414491 1.099690 -0.573 0.147 -0.513 0.105
H -3.452210 -2.262369 1.020330 0.054 -0.230 0.584 0.132
H 1.365000 1.191641 -1.938250 0.464 -0.211 -0.001 0.065
H 8.568800 -0.212339 -3.232980 0.186 -0.491 -0.333 0.081
H -0.922270 4.226281 -0.476250 -0.099 -0.169 -0.043 0.106
H 2.687830 -1.643089 -1.465510 -0.543 -0.060 0.133 0.086
H -4.773870 5.305371 -2.859120 -0.356 0.373 -0.027 0.092
H 2.153680 0.813351 2.701400 0.545 -0.020 -0.395 0.097
H -0.675630 -10.674289 0.893870 -0.178 -0.061 -0.095 0.077
H 1.522730 -5.469419 0.569250 -0.086 -0.460 0.244 0.098
H 5.267380 0.036531 7.477500 0.085 0.876 0.673 0.173
H 1.431780 -3.382459 7.607100 -0.471 -0.069 0.361 0.134
H -2.815560 5.037741 -7.043080 0.023 0.020 0.235 0.141
H -4.610940 -4.220419 4.718010 0.112 -0.770 0.171 0.098
H 4.214520 4.747371 -0.231720 0.075 -0.356 -0.182 0.108
H -1.097090 1.847401 0.880200 0.844 0.176 0.001 0.048
H 1.043680 -2.322559 -5.732460 0.093 0.525 0.190 0.131
H 3.765410 -7.236849 6.226700 0.174 0.145 -0.371 0.089
H -0.062670 -2.524039 3.903340 -0.405 -0.191 -0.190 0.110
H 4.551030 -0.829409 3.914750 -0.407 -0.577 -0.118 0.147
H 0.942310 -0.003129 3.527300 0.071 -0.603 0.140 0.065
H -5.095030 5.298891 -6.663150 0.802 -0.548 -0.415 0.147
H -3.580840 3.346221 6.607650 0.914 0.082 -0.514 0.087
H 1.050510 -8.313849 0.871840 0.301 0.267 0.480 0.143
H 6.875970 -0.560289 4.935340 -0.873 -0.639 0.146 0.108
H 2.299440 -7.906049 2.857840 0.690 -0.105 0.327 0.123
H 9.089420 -1.117919 -1.823950 -0.300 0.134 0.239 0.091
H -3.812190 1.919751 7.449320 -0.075 -0.314 0.072 0.088
H -1.720040 -4.609839 -6.200810 0.105 -0.230 -0.258 0.127
H 0.134930 -3.461449 -2.370650 0.560 -0.035 0.387 0.116
H 4.093200 3.196611 -3.800250 -0.382 0.357 0.180 0.119
H 8.694670 1.352351 -1.360980 0.068 -0.073 0.105 0.127
H -0.630060 -8.072769 0.551950 0.084 0.090 -0.336 0.124
H 1.387720 1.724181 -0.256440 -0.381 -0.110 0.030 0.074
H -1.759160 3.989871 -5.993310 0.001 0.465 0.003 0.122
H -2.533550 2.221191 1.534650 -0.402 0.373 0.638 0.059
H -4.783730 1.044551 1.689320 -0.267 0.202 -0.069 0.077
H 3.632900 0.224591 7.012090 -0.228 0.067 0.696 0.161
H -1.946210 -2.797189 -2.842630 0.190 0.048 0.019 0.114
H 4.536070 -1.132039 6.766050 -0.308 -0.649 -0.503 0.170
H -2.833330 6.125771 -5.028520 -0.707 0.076 -0.496 0.143
H 2.856040 6.619981 3.638210 0.282 0.075 0.415 0.085
H -3.617350 7.614231 -1.683890 -0.074 -0.086 0.254 0.116
H -1.533030 -6.111749 -5.295300 0.269 0.116 0.083 0.143
H -1.610230 -6.447919 3.140400 -0.129 0.147 -0.165 0.125
H 3.958900 1.676771 -2.137070 0.135 -0.388 0.558 0.109
H -2.734690 5.191941 -3.617850 0.292 -0.866 -0.289 0.101
H -3.107140 -0.330039 5.498530 -0.329 0.065 -0.030 0.094
H 0.171480 -1.751299 -2.636850 -0.200 0.099 -0.122 0.107
H 5.764820 3.397071 -3.900640 0.225 0.243 0.258 0.132
H -1.839940 1.979411 -4.768810 0.054 0.245 -0.162 0.082
H -1.251620 -4.125769 2.701110 0.083 0.385 -0.432 0.073
H 6.420570 2.965151 -0.467950 0.435 -0.315 0.168 0.127
H 7.193880 3.667721 -1.868910 -0.207 0.008 -0.268 0.149
H -2.299000 -3.859209 6.051370 -0.416 -0.033 -0.102 0.126
H 2.054440 -7.033209 6.028260 -0.165 0.776 -0.053 0.068
H 2.716780 -6.357969 2.110000 0.542 -0.242 -0.111 0.111
H 0.814180 5.366731 -0.175450 -0.079 -0.373 0.816 0.100
H -1.413430 1.570841 -10.277150 -0.035 0.326 -0.122 0.100
H -1.921150 6.519381 2.178780 -0.125 -0.002 -0.267 0.121
H -0.108540 4.133291 1.887000 0.114 -0.128 0.137 0.101
H 2.401020 3.383291 -2.584840 0.036 0.344 0.083 0.108
H -2.594810 1.970351 -6.855640 -0.144 -0.157 0.641 0.077
H 5.747720 5.660361 -3.824600 -0.107 0.420 0.159 0.135
H 4.093180 5.503791 -4.363230 -0.091 0.392 0.250 0.132
H 3.241910 5.928601 -2.086640 -0.111 0.025 -0.152 0.097
H 1.819150 -3.851519 5.358090 -0.128 -0.036 0.313 0.097
```
Positions in Å, forces in eV/Å.

## Properties
**Strongest force on any atom**: 6.230 eV Å⁻¹
**Lowest unoccupied orbital energy**: -0.4548 hartree
**Charge**: +7
**Relative energy (zero: lowest compared OMol25 entry of this formula, charge and spin)**: 0.0 kJ/mol
**Multiplicity**: 1